1.
# C22H12Br2N2OSTa

C22H12Br2N2OSTa as an isolated structure at a distorted geometry (ωB97M-V/def2-TZVPD, OMol25).

Properties
Net charge: +3
2S+1: 1
Electronic energy: -6632.4081 hartree
Largest force on an atom: 3.87 eV/A
Kohn-Sham gap (spin up / spin down): 5.8 / 5.8 eV

XYZ file:
```
41
Properties=species:S:1:pos:R:3:forces:R:3:mulliken_charge:R:1
Ta 0.042973 -0.413463 0.689928 -1.368 2.942 1.314 1.562
Br -3.589487 0.942344 4.217341 0.505 0.392 -0.902 0.017
C -3.562323 0.871237 2.326643 3.198 -1.734 0.465 -0.323
C -4.727356 1.038610 1.661233 -0.436 -0.451 -1.980 -0.575
C -4.882545 0.318699 0.442772 -0.619 0.359 1.206 0.164
Br -6.718694 0.189131 0.049873 0.502 -0.342 -0.812 -0.014
C -3.774418 -0.228937 -0.276967 -0.333 0.712 -1.164 -0.205
C -3.873992 -0.606264 -1.643865 -1.262 0.604 1.252 -0.391
C -2.862649 -0.290349 -2.528865 0.323 -0.586 -0.147 -0.904
C -1.606233 -0.039480 -2.061783 0.357 -0.499 1.594 -0.003
N -1.337070 0.034000 -0.710035 -0.805 -0.415 -0.017 -0.222
C -2.451895 0.043771 0.192403 -1.519 0.559 1.138 0.717
C -2.390318 0.387632 1.560406 1.055 0.952 0.595 0.812
O -1.036087 0.463259 2.066686 -0.380 -0.720 -1.299 -0.864
H -5.522850 1.672930 2.050827 -0.010 -0.598 0.106 0.550
H -4.831125 -1.035764 -1.938571 0.162 0.268 -0.416 0.508
H -3.006425 -0.382616 -3.578525 -0.112 -0.128 -0.672 0.471
H -0.717935 -0.063476 -2.657067 0.199 0.318 -0.583 0.550
S 4.263423 -0.067062 -0.640100 -3.142 0.498 0.471 -0.061
C 3.440296 1.458099 -1.116459 0.469 0.549 0.411 0.088
C 4.079019 2.591734 -1.611537 -0.912 0.978 -0.499 -0.465
C 3.310682 3.773059 -1.802899 -0.541 -1.800 1.105 -0.651
C 1.919728 3.752960 -1.533662 0.496 0.639 -0.998 -0.728
C 1.309914 2.612444 -1.056141 -0.607 0.546 0.041 -0.373
C 2.079168 1.537401 -0.748327 1.670 -1.142 0.873 0.697
N 1.705438 0.467817 0.110908 2.231 -1.809 -2.057 -0.297
C 2.750979 -0.571223 0.067867 -0.616 3.804 -0.373 0.627
C 2.405185 -1.780436 0.687452 0.524 -0.660 -0.224 1.275
C 3.423539 -2.645545 0.959087 -0.351 -0.663 0.368 -1.134
C 3.013606 -3.795132 1.565692 -0.898 -1.403 1.593 -0.655
C 1.679074 -4.053373 2.028565 0.507 -0.326 -0.038 -0.640
C 0.602065 -3.201131 1.710234 2.542 -0.959 -0.539 -0.698
C 1.062756 -2.101592 0.971323 -2.053 -0.379 0.427 0.593
H 5.122007 2.612162 -1.880446 0.203 -0.142 0.080 0.446
H 3.808758 4.680272 -2.053143 0.193 0.460 -0.457 0.469
H 1.294533 4.627799 -1.765197 0.477 -0.381 0.208 0.410
H 0.246280 2.534542 -0.903612 -0.261 0.412 0.237 0.409
H 4.447935 -2.394601 0.767402 0.404 -0.208 -0.120 0.491
H 3.729202 -4.547320 1.843702 0.302 -0.181 -0.016 0.455
H 1.601552 -4.958643 2.646053 -0.411 0.400 -0.398 0.417
H -0.446707 -3.433494 1.890804 0.315 0.133 0.224 0.475
```
Forces are in eV/Å.

2.
# C22H12BrClF3IN2O3Re

C22H12BrClF3IN2O3Re as an isolated structure at a distorted geometry (ωB97M-V/def2-TZVPD, OMol25).

Properties
<S²>: 3.80
Net charge: +2
2S+1: 4
Electronic energy: -4890.0236 hartree
Largest force on an atom: 2.97 eV/A
Kohn-Sham gap (spin up / spin down): 7.2 / 5.2 eV

XYZ file:
```
46
Properties=species:S:1:pos:R:3:forces:R:3:mulliken_spin:R:1
Re 0.403500 1.078200 0.158400 -0.691 -1.056 -0.497 2.245
Cl -4.976600 0.768600 -4.308500 0.056 0.022 0.065 0.053
C -3.785700 0.407600 -3.150000 0.106 -0.321 0.187 0.168
C -3.718100 -0.868500 -2.607800 -0.165 0.153 -0.149 -0.081
C -2.758600 -1.221000 -1.664300 0.446 -0.503 0.596 0.098
I -2.661000 -3.127800 -0.810300 -0.126 0.554 -0.355 0.046
C -1.812900 -0.265400 -1.236100 -0.716 0.494 -0.948 0.112
O -0.892700 -0.476700 -0.368900 1.567 1.180 1.194 0.247
C -1.879200 1.051400 -1.794400 -0.289 -0.532 -0.010 0.032
N -0.939600 1.907300 -1.304300 -0.062 -0.079 0.259 -0.047
C -0.965000 3.160700 -1.743800 0.010 0.529 -0.168 -0.029
C -1.891500 3.615100 -2.685200 0.159 -0.125 0.067 -0.016
C -2.837400 2.751000 -3.194000 0.057 -0.154 0.198 0.051
C -2.857800 1.421300 -2.740300 0.417 0.034 0.252 0.008
H -4.439800 -1.610200 -2.917000 -0.052 -0.001 -0.082 0.000
H -0.231000 3.841400 -1.329700 0.021 0.001 -0.003 0.000
H -1.852100 4.643500 -3.012700 0.022 0.025 0.051 0.001
H -3.566000 3.089600 -3.914000 -0.056 0.029 -0.095 0.005
F 5.576900 -0.433700 -4.325300 -0.134 0.113 -0.060 0.000
C 5.308500 -1.082400 -3.192700 0.219 -0.015 -0.012 0.000
F 5.284100 -2.383700 -3.447700 -0.177 -0.161 0.010 0.000
F 6.309300 -0.842900 -2.337600 -0.111 0.051 0.071 0.000
C 4.001300 -0.594300 -2.583500 -0.079 0.024 0.131 0.009
C 3.044200 -1.474300 -2.094100 0.164 0.273 -0.039 -0.009
C 1.941800 -0.949900 -1.439700 0.117 -0.585 -0.109 0.044
N 1.771100 0.365400 -1.264000 -0.195 -0.138 -0.060 -0.016
C 2.678700 1.208600 -1.769700 0.585 0.387 -0.295 0.010
C 3.805100 0.776800 -2.443000 -0.248 -0.211 0.145 0.001
H 3.168700 -2.544000 -2.191500 -0.050 0.023 0.017 0.000
H 1.191300 -1.604300 -1.015700 -0.013 0.040 -0.018 -0.004
H 2.518800 2.268200 -1.605200 -0.027 -0.026 0.021 -0.001
H 4.532500 1.482200 -2.818100 -0.041 0.069 0.000 0.001
Br -0.716600 2.254100 2.125800 -0.420 0.226 0.438 0.015
C 0.691800 2.886900 3.334200 0.593 0.149 0.062 0.000
C 0.404000 3.980900 4.132700 -0.358 -0.220 -0.362 0.007
C 1.372200 4.426400 5.021400 0.005 -0.044 0.023 -0.002
C 2.590000 3.773300 5.123100 0.080 -0.037 0.004 0.002
C 2.856500 2.670000 4.331400 -0.302 0.150 -0.034 0.003
C 1.909600 2.224500 3.410300 0.161 -0.620 -0.405 0.003
C 2.292300 1.005400 2.593400 0.491 0.577 2.874 -0.006
O 2.956100 0.129600 3.065700 -0.275 0.092 -0.643 0.005
O 1.887400 1.030600 1.346200 -0.578 -0.459 -2.354 0.045
H -0.554500 4.472300 4.072700 -0.084 0.076 0.007 0.000
H 1.157900 5.284900 5.641300 -0.021 0.021 0.016 0.000
H 3.339500 4.112000 5.823500 -0.022 0.067 0.039 0.000
H 3.794400 2.140900 4.411400 0.017 -0.071 -0.031 0.000
```
Forces are in eV/Å.

3.
# C22H12BrF5N3O2PtS2

C22H12BrF5N3O2PtS2 as an isolated structure (ωB97M-V/def2-TZVPD, OMol25).

Properties
Net charge: -1
2S+1: 1
Electronic energy: -5149.3072 hartree
Largest force on an atom: 0.94 eV/A
Kohn-Sham gap: 6.0 eV

XYZ file:
```
48
Properties=species:S:1:pos:R:3:forces:R:3:mulliken_charge:R:1
Pt -1.664646 1.345529 1.215940 0.038 -0.940 0.058 0.555
F -6.556539 -1.038303 -3.456411 0.001 0.000 0.005 -0.325
C -5.818307 -1.025662 -2.333566 0.014 0.019 0.006 0.779
C -5.041757 0.069780 -2.009305 -0.022 -0.088 0.026 -0.261
F -5.024254 1.136268 -2.823641 0.001 0.005 -0.005 -0.318
C -4.287232 0.058440 -0.851731 0.035 0.163 -0.032 0.213
F -3.563974 1.182224 -0.618493 -0.065 -0.071 0.002 -0.333
C -4.244829 -1.009432 0.049611 0.031 -0.079 -0.036 0.182
S -3.300281 -1.005139 1.503938 -0.277 0.322 -0.144 -0.462
C -5.050833 -2.093562 -0.326875 0.010 -0.047 0.001 0.388
F -5.099094 -3.187838 0.446604 0.008 0.006 0.010 -0.342
C -5.815739 -2.111661 -1.476203 -0.002 0.009 -0.017 0.037
F -6.563131 -3.186128 -1.777554 0.003 0.001 0.003 -0.310
S 2.189354 -2.124813 -2.896526 0.017 0.008 0.003 -0.150
C 1.092364 -1.224549 -1.810892 0.037 -0.090 -0.053 0.272
C 0.721673 0.081008 -2.104686 0.003 0.004 0.030 -0.667
C -0.130349 0.737690 -1.239887 0.013 -0.044 -0.049 -0.358
N -0.621572 0.155217 -0.139372 -0.004 0.329 0.316 -0.321
C -0.289972 -1.108609 0.129081 -0.041 -0.050 -0.061 -0.015
C 0.569619 -1.831849 -0.682928 -0.075 0.045 -0.017 -0.740
C 3.741978 -1.462518 -2.315194 0.006 0.064 0.007 0.332
C 4.292186 -1.874830 -1.110266 -0.016 0.007 0.011 -0.228
C 5.497295 -1.319005 -0.708172 -0.014 -0.006 0.011 -0.382
N 6.170246 -0.418367 -1.420530 0.010 0.007 -0.016 -0.585
C 5.636934 -0.038534 -2.577361 0.008 -0.006 0.006 -0.329
C 4.432550 -0.523696 -3.067060 0.000 -0.044 -0.037 -0.151
H 1.100910 0.585836 -2.981691 -0.018 -0.014 -0.019 0.397
H -0.445214 1.756505 -1.414047 0.041 0.015 0.034 0.449
H -0.770657 -1.543924 0.993515 0.031 0.010 0.023 0.554
H 0.814511 -2.854248 -0.433028 0.002 -0.004 -0.008 0.467
H 3.792088 -2.610182 -0.494736 -0.009 0.011 0.008 0.338
H 5.943067 -1.615363 0.234634 0.001 0.004 -0.002 0.356
H 6.195526 0.697680 -3.145028 0.005 -0.003 0.002 0.343
H 4.042640 -0.180161 -4.015504 -0.014 0.014 0.011 0.389
Br 4.038080 2.242876 4.542022 0.001 0.000 0.001 -0.240
C 2.398366 2.011760 3.595911 -0.013 0.014 -0.009 0.111
C 1.814364 0.759809 3.542645 0.001 -0.016 0.002 -0.565
C 0.627148 0.597773 2.840266 -0.035 0.021 -0.016 -0.031
C 0.007355 1.666513 2.185534 0.354 0.412 -0.034 -0.432
C 0.617142 2.920233 2.285766 -0.051 -0.040 -0.034 -0.267
C 1.806539 3.099535 2.980515 0.036 0.015 0.022 -0.447
H 2.272048 -0.078351 4.051642 -0.002 -0.001 -0.001 0.414
H 0.156635 -0.378589 2.836623 0.019 -0.005 -0.001 0.335
H 0.144739 3.775542 1.820100 0.014 0.011 0.005 0.367
H 2.266588 4.077041 3.043558 -0.003 0.001 -0.003 0.393
O -2.509774 1.593031 4.087406 0.008 -0.145 0.095 -0.361
N -2.949567 2.570996 3.553616 0.135 0.039 -0.166 0.187
O -2.634224 2.724026 2.291760 -0.223 0.137 0.064 -0.238
```
Forces are in eV/Å.